Record 1
Below is C4H9N2P in the gas phase, with properties calculated with ωB97M-V/def2-TZVPD.

Last column: Löwdin charge in e.
Geometry (Å):
C1 -1.2945 -1.0687 1.1860  -0.154
P1 -0.0365 0.0424 0.2695  0.864
C2 -1.1135 1.2183 -0.6874  -0.182
C3 1.4392 0.3980 1.0598  -0.368
N1 2.5824 0.2089 0.2234  -0.112
N2 2.3831 -0.3488 -0.8495  -0.130
C4 0.9853 -0.6090 -1.1219  -0.315
H1 -1.6062 -0.4644 2.0345  0.049
H2 -2.0029 -1.1525 0.4620  -0.017
H3 -0.7569 -1.9983 1.3649  0.050
H4 -2.1151 0.8901 -0.6042  0.023
H5 -0.8835 2.1226 -0.1844  0.031
H6 -0.7960 1.1868 -1.7249  0.032
H7 1.5798 1.1043 1.9509  0.054
H8 0.6300 0.1236 -1.9459  0.089
H9 1.0054 -1.6535 -1.4329  0.087

Summary:
highest occupied orbital energy	-7.58	eV
DFT total energy	-608.55020	Ha
largest force on an atom	4.01	eV/A
multiplicity	1
Kohn-Sham gap	8.1	eV
ΔE to the lowest compared entry with this formula, charge and spin	3.392	eV
SMILES	CP1(C)=CN=NC1
LUMO energy	0.5	eV

Record 2
Below is 2 unconnected molecules or ions with the total composition C4H9N2P, with properties calculated with ωB97M-V/def2-TZVPD.

Last column: Löwdin charge in e.
Geometry (Å):
C1 -2.4382 0.2208 0.2206  -0.110
C2 -3.6690 0.2533 -0.5715  -0.142
C3 3.5170 0.7447 0.9323  -0.384
C4 -0.5034 -1.3559 0.1587  -0.072
N1 -1.5029 -0.5733 -0.0195  -0.068
N2 1.7667 -0.0144 -0.8478  -0.406
P1 3.2907 0.1799 -0.8503  0.745
H1 1.2041 -0.3698 -1.7285  0.057
H2 -4.3528 0.8299 0.1163  0.074
H3 -4.0658 -0.6918 -0.9989  0.082
H4 -3.6731 0.9857 -1.3449  0.052
H5 3.2794 1.9082 1.0325  0.067
H6 2.7621 0.1143 1.5257  0.039
H7 4.5223 0.7063 1.3647  -0.001
H8 -0.6490 -1.9566 1.1078  0.087
H9 0.5118 -0.9814 -0.0972  -0.020

Summary:
highest occupied orbital energy	-7.58	eV
DFT total energy	-608.49924	Ha
largest force on an atom	3.34	eV/A
multiplicity	1
Kohn-Sham gap	7.3	eV
ΔE to the lowest compared entry with this formula, charge and spin	4.778	eV
LUMO energy	-0.2	eV

Record 3
Below is a gas-phase ion, C4H9N2S (charge +1), with properties calculated with ωB97M-V/def2-TZVPD.

Last column: Löwdin charge in e.
Geometry (Å):
C1 -1.4958 0.2565 -0.0216  -0.545
C2 -0.5112 -0.2658 -1.0932  -0.368
C3 1.8401 0.5303 -0.3018  -0.329
C4 -2.4054 -0.6703 0.6667  -0.057
N1 -1.5767 1.4103 0.3870  0.173
N2 3.0386 0.2451 0.5322  0.043
S1 1.0017 -0.8756 -0.3040  1.035
H1 -0.9064 -1.0488 -1.8258  0.120
H2 -0.2611 0.4813 -1.8363  0.084
H3 -0.9637 2.1576 0.1346  0.068
H4 -3.3427 -0.0715 0.9307  0.124
H5 -1.7566 -0.9280 1.5370  0.096
H6 -2.6090 -1.6318 0.1387  0.091
H7 3.6904 -0.4356 0.0148  0.198
H8 2.7884 -0.2665 1.3981  0.150
H9 3.5342 1.0444 0.7849  0.119

Summary:
highest occupied orbital energy	-13.07	eV
DFT total energy	-665.11456	Ha
largest force on an atom	3.69	eV/A
multiplicity	1
Kohn-Sham gap	7.6	eV
ΔE to the lowest compared entry with this formula, charge and spin	4.838	eV
total charge	+1
LUMO energy	-5.5	eV

Record 4
Below is a gas-phase ion, C4H9N2S (charge +1), with properties calculated with ωB97M-V/def2-TZVPD.

Last column: Löwdin charge in e.
Geometry (Å):
C1 -2.0033 -0.6316 -1.1418  -0.033
N1 -0.9079 0.3024 -0.7559  -0.024
C2 -0.2844 -0.0314 0.5885  -0.646
N2 0.3454 1.2454 0.9197  0.074
C3 1.6237 1.1397 0.8759  -0.096
C4 2.2720 -0.2748 0.9110  -0.314
S1 0.8244 -1.3631 0.5425  0.980
H1 -2.8535 -0.0328 -1.4592  0.100
H2 -1.7468 -1.2114 -2.0050  0.089
H3 -2.4032 -1.3828 -0.3256  0.154
H4 -1.2521 1.3266 -0.7457  0.213
H5 -0.3309 0.2030 -1.6193  0.182
H6 -1.1757 -0.2688 1.1669  0.118
H7 2.2935 1.8430 1.1058  0.087
H8 2.9835 -0.2356 0.1396  0.070
H9 2.6152 -0.6279 1.8024  0.047

Summary:
highest occupied orbital energy	-13.76	eV
DFT total energy	-665.20451	Ha
largest force on an atom	5.70	eV/A
multiplicity	1
Kohn-Sham gap	10.4	eV
ΔE to the lowest compared entry with this formula, charge and spin	2.390	eV
total charge	+1
SMILES	C[NH2+][C@@H]1N=CCS1
LUMO energy	-3.3	eV

Record 5
Below is a gas-phase ion, C4H9N2S (charge +1), with properties calculated with ωB97M-V/def2-TZVPD.

Last column: Löwdin charge in e.
Geometry (Å):
C1 -1.6906 1.7841 0.1353  -0.095
C2 -1.4440 0.3291 0.1147  -0.771
S1 -2.4945 -0.9350 0.2878  0.823
C3 -0.0260 -0.0245 -0.2571  -0.140
N1 0.2502 -1.5911 -0.2472  0.097
C4 1.2383 -0.7252 0.5675  -0.125
N2 2.5036 -0.4290 0.0585  0.139
H1 -1.9198 1.9847 -0.9054  0.098
H2 -2.6567 1.8952 0.7665  0.127
H3 -0.7928 2.3456 0.4854  0.109
H4 0.1991 0.3197 -1.3219  0.177
H5 0.3849 -1.7699 -1.2495  0.168
H6 -0.4063 -2.2883 0.0853  0.100
H7 1.0610 -0.8684 1.5744  0.142
H8 2.6753 0.0273 -0.7687  0.080
H9 3.1182 -0.0543 0.6744  0.070

Summary:
highest occupied orbital energy	-13.13	eV
DFT total energy	-665.15974	Ha
largest force on an atom	6.21	eV/A
multiplicity	1
Kohn-Sham gap	8.6	eV
ΔE to the lowest compared entry with this formula, charge and spin	3.608	eV
total charge	+1
SMILES	CC(=S)[C@@H]1[NH2+][C@H]1N
LUMO energy	-4.5	eV

Record 6
Below is 2 unconnected molecules or ions with the total composition C4H9N2S, with properties calculated with ωB97M-V/def2-TZVPD.

Last column: Löwdin charge in e.
Geometry (Å):
C1 -0.4267 2.1989 -2.0072  -0.003
C2 -1.1567 -0.9214 1.1772  -0.409
C3 -0.1331 -1.7041 3.3559  -0.055
C4 1.1859 0.5775 -2.5244  -0.157
N1 -0.3364 -1.2278 2.0886  -0.182
N2 0.1237 1.1260 -1.8767  -0.197
S1 0.1651 -0.1432 0.3390  1.020
H1 -1.3044 2.5724 -1.4896  0.097
H2 -0.2525 2.9107 -2.7865  0.100
H3 -2.2332 -1.2864 0.9105  0.159
H4 0.2853 -0.9105 3.9338  0.107
H5 0.6530 -2.4497 3.4265  0.114
H6 -1.0414 -2.1669 3.6769  0.110
H7 0.8828 0.1513 -3.5498  0.143
H8 1.7330 -0.1259 -1.9088  0.055
H9 1.8555 1.3990 -2.7653  0.099

Summary:
highest occupied orbital energy	-13.52	eV
DFT total energy	-665.08503	Ha
largest force on an atom	5.49	eV/A
multiplicity	1
Kohn-Sham gap	7.9	eV
ΔE to the lowest compared entry with this formula, charge and spin	5.641	eV
total charge	+1
LUMO energy	-5.7	eV

Record 7
Below is a gas-phase ion, C4H9N2S (charge +1), with properties calculated with ωB97M-V/def2-TZVPD.

Last column: Löwdin charge in e.
Geometry (Å):
C1 0.1286 1.2239 -0.0845  -0.268
C2 0.9117 -1.1653 -0.8207  -0.380
C3 -0.4623 -0.7561 -0.3417  -0.190
C4 -0.9798 -1.3860 0.8856  -0.072
N1 1.3392 1.2557 0.2619  -0.172
N2 -0.7985 2.1109 -0.0895  0.217
S1 2.2109 -0.3215 0.2313  0.952
H1 1.1227 -2.1404 -1.0767  0.080
H2 1.1049 -0.5495 -1.6395  0.043
H3 -1.0710 -0.6503 -1.2618  0.139
H4 -1.3066 -2.3903 0.6546  0.103
H5 -1.7097 -0.6610 1.3211  0.107
H6 -0.2220 -1.5398 1.6371  0.079
H7 2.0514 1.9526 0.4389  0.128
H8 -1.7318 1.9303 -0.0605  0.095
H9 -0.5879 3.0868 -0.0555  0.138

Summary:
highest occupied orbital energy	-13.20	eV
DFT total energy	-665.17546	Ha
largest force on an atom	5.67	eV/A
multiplicity	1
Kohn-Sham gap	9.5	eV
ΔE to the lowest compared entry with this formula, charge and spin	3.181	eV
total charge	+1
LUMO energy	-3.7	eV

Record 8
Below is C4H9N3 in the gas phase, with properties calculated with ωB97M-V/def2-TZVPD.

Last column: Löwdin charge in e.
Geometry (Å):
C1 1.6811 1.6907 1.3758  -0.065
N1 1.5273 0.4333 1.3237  -0.013
N2 0.8508 -0.0956 0.2478  -0.153
C2 -0.0971 -1.1570 0.5186  -0.135
C3 -0.9913 -0.5691 -0.5654  -0.373
N3 -0.8092 -1.2409 -1.8374  0.037
C4 -0.2218 0.7246 -0.3586  -0.128
H1 2.3295 2.0654 2.1720  0.061
H2 1.2079 2.4440 0.7758  0.053
H3 0.2352 -2.1914 0.3162  0.116
H4 -0.5199 -1.0574 1.5516  0.127
H5 -2.0558 -0.6076 -0.3655  0.125
H6 -1.4117 -0.8390 -2.5429  0.070
H7 -1.0835 -2.2007 -1.7829  0.061
H8 -0.7434 1.3272 0.3742  0.112
H9 0.1019 1.2735 -1.2030  0.103

Summary:
highest occupied orbital energy	-8.66	eV
DFT total energy	-321.98683	Ha
largest force on an atom	1.64	eV/A
multiplicity	1
Kohn-Sham gap	9.6	eV
ΔE to the lowest compared entry with this formula, charge and spin	2.817	eV
SMILES	C=NN1CC(N)C1
LUMO energy	1.0	eV

Among the records above, which one has the lowest highest occupied orbital energy? number 4